58
Properties=species:S:1:pos:R:3:mulliken_charge:R:1 method="wB97M-V/def2-TZVPD" total_energy_ev=-34936.7442 total_charge=0 homo_ev=-8.48
C -1.8092 -3.1136 -2.0768 -1.350
H -2.5503 -3.5767 -1.4318 0.290
H -2.2468 -2.2365 -2.5462 0.193
H -1.5542 -3.8201 -2.8634 0.498
C -0.5459 -2.7362 -1.3115 -0.754
H 0.1504 -2.2878 -2.0176 0.329
H -0.0786 -3.6400 -0.9132 0.657
C -0.7786 -1.7965 -0.1087 1.579
N -1.3871 -0.4988 -0.4878 1.920
C -0.9614 0.2400 -1.5240 0.414
O -0.1127 -0.1188 -2.3352 -0.780
C -1.5226 1.6615 -1.6683 -0.887
N -0.4049 2.5389 -1.9507 -0.159
C 0.5053 2.7665 -0.9644 0.634
O 0.2899 2.4703 0.1921 -0.578
C 1.7702 3.4431 -1.4359 -1.415
H 2.3947 2.7094 -1.9435 0.319
H 1.5435 4.2519 -2.1256 0.402
H 2.3151 3.8283 -0.5792 0.368
H -0.0806 2.5612 -2.9052 0.301
H -2.2307 1.7070 -2.4972 0.332
H -1.9973 2.0036 -0.7491 0.408
C -2.2908 0.0702 0.4669 -1.441
C -1.7680 0.5688 1.6547 0.364
C -2.6023 1.1184 2.6082 -1.038
C -3.9670 1.1698 2.3782 -0.832
C -4.4844 0.6771 1.1955 -0.725
C -3.6628 0.1222 0.2198 1.269
C -4.2760 -0.4016 -1.0443 -1.662
H -3.5255 -0.5803 -1.8078 0.151
H -5.0079 0.3056 -1.4300 0.490
H -4.7950 -1.3399 -0.8474 0.343
H -5.5488 0.7198 1.0146 0.507
H -4.6276 1.5966 3.1179 0.428
H -2.1864 1.5071 3.5245 0.490
H -0.7034 0.5323 1.8155 0.418
C -1.6781 -2.5063 0.9067 -2.080
H -2.7109 -2.5233 0.5729 0.442
H -1.6267 -2.0196 1.8763 0.366
H -1.3261 -3.5264 1.0341 0.442
C 0.6005 -1.5479 0.5746 -0.510
O 0.8388 -1.9678 1.6873 -0.681
N 1.4735 -0.8654 -0.1916 0.608
C 2.8235 -0.5792 0.1163 0.208
C 3.7756 -0.9486 -0.8289 -0.485
C 5.1171 -0.7016 -0.6141 -0.736
C 5.5151 -0.0770 0.5556 -0.609
C 4.5658 0.3163 1.4799 -0.968
C 3.2083 0.0909 1.2803 0.946
C 2.2054 0.6030 2.2607 -0.937
H 1.4848 1.2415 1.7490 0.033
H 2.6933 1.1804 3.0420 0.449
H 1.6680 -0.2269 2.7184 0.284
H 4.8795 0.8256 2.3800 0.378
H 6.5619 0.1140 0.7404 0.391
H 5.8466 -0.9993 -1.3525 0.402
H 3.4498 -1.4393 -1.7356 0.452
H 1.2084 -0.6865 -1.1557 0.126